# 1
11
Properties=species:S:1:pos:R:3:lowdin_charge:R:1 method="wB97M-V/def2-TZVPD" charge=+1 de_lowest_kcal_mol=40.61 max_force_ha_per_bohr=0.066 smiles="C=NCP=[NH2+]" gap_ev=8.50 e_tot_ha=-530.34598
C 1.596 0.067 0.133 0.08
N 0.342 0.015 -0.166 -0.18
C -0.506 -1.073 0.017 -0.44
P -2.242 -0.388 -0.016 1.15
N -1.785 1.193 0.120 -0.16
H 2.035 -0.748 0.673 0.09
H 2.028 1.018 -0.191 0.10
H -0.283 -2.038 -0.597 0.15
H -0.396 -1.488 0.973 0.07
H -2.391 2.050 0.070 0.11
H -0.812 1.307 -0.131 0.01

# 2
11
Properties=species:S:1:pos:R:3:lowdin_charge:R:1 method="wB97M-V/def2-TZVPD" de_lowest_kcal_mol=9.02 max_force_ha_per_bohr=0.052 smiles="NCC(N)=S" gap_ev=8.93 e_tot_ha=-587.48964
N 2.267 -0.255 -0.204 0.00
C 0.944 -0.760 0.339 -0.28
C -0.168 0.183 0.097 -0.86
N 0.132 1.491 0.142 0.09
S -1.780 -0.360 -0.114 0.56
H 1.994 0.374 -0.957 0.05
H 2.845 -0.954 -0.670 0.07
H 1.035 -1.086 1.376 0.12
H 0.552 -1.637 -0.134 0.07
H -0.474 2.139 -0.298 0.09
H 1.083 1.743 0.324 0.10

# 3
11
Properties=species:S:1:pos:R:3:lowdin_charge:R:1 method="wB97M-V/def2-TZVPD" de_lowest_kcal_mol=29.29 max_force_ha_per_bohr=0.039 smiles="CC(=S)NN" gap_ev=8.83 e_tot_ha=-587.45734
C -0.584 1.280 -0.012 -0.15
C -0.867 -0.190 -0.098 -0.90
S -2.452 -0.683 -0.040 0.59
N 0.138 -1.079 -0.126 -0.11
N 1.433 -0.548 -0.011 0.02
H 0.427 1.594 -0.423 0.08
H -1.373 1.899 -0.515 0.08
H -0.530 1.510 1.067 0.09
H -0.034 -1.914 0.411 0.12
H 1.972 -1.106 0.639 0.09
H 1.871 -0.762 -0.892 0.08

# 4
11
Properties=species:S:1:pos:R:3:lowdin_charge:R:1 method="wB97M-V/def2-TZVPD" de_lowest_kcal_mol=85.81 max_force_ha_per_bohr=0.116 smiles="[H]/N=C(/C)NS" gap_ev=9.76 e_tot_ha=-587.36727
H 1.696 1.089 -1.750 0.11
N 1.645 0.285 -0.959 0.08
C 0.550 -0.013 -0.394 -0.68
C 0.440 -1.043 0.645 -0.15
N -0.424 1.042 -0.307 -0.45
S -2.026 0.531 -0.311 0.62
H 0.178 -2.150 0.108 0.12
H -0.557 -0.909 1.478 0.11
H 1.520 -1.227 1.367 0.15
H -0.430 1.882 -1.042 0.12
H -2.593 0.514 1.164 -0.04

# 5
12
Properties=species:S:1:pos:R:3:lowdin_charge:R:1 method="wB97M-V/def2-TZVPD" de_lowest_kcal_mol=23.90 max_force_ha_per_bohr=0.042 smiles="C/C(=N/S)NS" gap_ev=9.19 e_tot_ha=-985.64541
C -0.565 1.413 -0.109 -0.08
C 0.204 0.162 -0.092 -0.63
N 1.497 0.320 -0.154 -0.28
S 2.510 -1.187 -0.165 0.64
N -0.493 -1.006 0.192 -0.41
S -2.070 -1.238 -0.305 0.77
H 0.231 2.091 -0.402 0.08
H -1.278 1.430 -0.903 0.05
H -1.070 1.636 0.853 0.10
H 3.607 -0.409 -0.128 -0.16
H 0.063 -1.847 0.284 0.04
H -2.637 -1.365 0.928 -0.12

# 6
12
Properties=species:S:1:pos:R:3:lowdin_charge:R:1 method="wB97M-V/def2-TZVPD" de_lowest_kcal_mol=52.47 max_force_ha_per_bohr=0.098 smiles="NNC(=S)CS" gap_ev=8.98 e_tot_ha=-985.59988
N 1.484 -1.320 -0.797 0.02
N 0.748 -0.476 -0.065 -0.27
C -0.386 0.033 -0.525 -1.02
S -1.084 -0.120 -1.969 0.68
C -1.185 0.595 0.686 -0.52
S 0.159 1.322 1.755 0.67
H 0.755 -1.978 -1.132 0.08
H 1.680 -0.703 -1.541 0.06
H 0.846 -0.551 1.064 0.13
H -1.644 -0.349 1.242 0.12
H -2.036 1.392 0.589 0.10
H 0.663 2.155 0.695 -0.05

# 7
11
Properties=species:S:1:pos:R:3:lowdin_charge:R:1 method="wB97M-V/def2-TZVPD" charge=+1 de_lowest_kcal_mol=53.41 max_force_ha_per_bohr=0.068 smiles="NC1=[NH+][C@@H]1N" gap_ev=10.06 e_tot_ha=-243.74983
N 0.762 1.741 -0.660 0.25
C 0.465 0.563 -0.148 -0.22
N 1.102 -0.514 0.219 0.22
C -0.385 -0.384 0.597 -0.17
N -1.366 -1.290 0.190 0.14
H 0.091 2.474 -0.850 0.14
H 1.663 2.159 -0.919 0.16
H 1.565 -1.279 -0.282 0.18
H -0.366 -0.181 1.583 0.12
H -1.819 -1.744 0.942 0.10
H -1.712 -1.544 -0.672 0.08

# 8
12
Properties=species:S:1:pos:R:3:lowdin_charge:R:1 method="wB97M-V/def2-TZVPD" charge=+1 de_lowest_kcal_mol=163.76 max_force_ha_per_bohr=0.058 gap_ev="8.00 / 9.20" e_tot_ha=-318.84138
C -0.313 0.238 -0.455 -0.34
C -0.368 0.071 1.019 -0.04
N 0.914 0.301 -0.893 0.13
N -1.394 0.363 -1.206 0.23
N 1.712 -0.009 0.153 -0.06
O 1.016 0.051 1.348 -0.04
H -0.801 0.934 1.398 0.13
H -0.864 -0.909 1.375 0.19
H -2.186 0.919 -1.028 0.13
H -1.083 0.262 -2.155 0.13
H 2.729 -1.615 0.022 0.30
H 2.620 0.638 0.212 0.24

# 9
12
Properties=species:S:1:pos:R:3:lowdin_charge:R:1 method="wB97M-V/def2-TZVPD" charge=+1 de_lowest_kcal_mol=126.30 max_force_ha_per_bohr=0.061 smiles="C[C@@H](O)N=[N+]=N" gap_ev=10.45 e_tot_ha=-318.90107
C 0.329 -0.684 1.257 0.01
C 0.330 -0.806 -0.258 -0.39
O -0.871 -1.188 -0.753 0.04
N 0.634 0.561 -0.793 0.27
N 0.006 1.476 -1.033 -0.02
N -0.335 2.503 -1.454 0.33
H 0.209 0.273 1.730 0.09
H 1.228 -1.244 1.625 0.12
H -0.481 -1.271 1.591 0.07
H 1.154 -1.469 -0.640 0.18
H -1.402 -1.514 0.025 0.14
H -0.802 3.363 -1.297 0.16

# 10
12
Properties=species:S:1:pos:R:3:lowdin_charge:R:1 method="wB97M-V/def2-TZVPD" charge=+1 de_lowest_kcal_mol=90.75 max_force_ha_per_bohr=0.094 gap_ev=10.93 e_tot_ha=-318.95774
C 1.165 -0.775 -0.290 -0.04
C -2.959 0.508 0.388 -0.04
N 2.754 0.909 0.434 0.11
N 1.878 -0.027 0.307 0.07
N 0.285 -1.453 -0.962 0.19
O -1.912 -0.123 0.422 -0.04
H -3.945 0.109 0.545 0.09
H -2.936 1.547 0.356 0.07
H 3.397 0.862 1.267 0.17
H 0.527 -2.088 -1.731 0.15
H -0.748 -1.234 -0.725 0.14
H 2.495 1.764 -0.011 0.13

# 11
12
Properties=species:S:1:pos:R:3:lowdin_charge:R:1 method="wB97M-V/def2-TZVPD" charge=+1 de_lowest_kcal_mol=46.72 max_force_ha_per_bohr=0.069 gap_ev=11.20 e_tot_ha=-319.02790
C 0.628 0.290 -0.196 -0.19
C -1.546 0.133 -0.078 -0.28
N 1.420 -0.666 -0.682 0.15
N -1.712 -1.141 0.315 0.20
N 0.965 1.449 0.333 0.18
O -1.984 1.193 -0.258 0.21
H 1.169 -1.538 -1.057 0.10
H 2.441 -0.757 -0.733 0.14
H -0.948 -1.469 0.862 0.11
H -2.693 -1.312 0.468 0.14
H 0.333 2.198 0.481 0.11
H 1.927 1.619 0.546 0.12

# 12
12
Properties=species:S:1:pos:R:3:lowdin_charge:R:1 method="wB97M-V/def2-TZVPD" charge=+1 de_lowest_kcal_mol=52.89 max_force_ha_per_bohr=0.114 gap_ev=9.34 e_tot_ha=-641.93146
C 1.882 -0.052 1.000 -0.13
C -0.316 -0.681 0.717 -0.25
N 1.377 1.008 0.406 -0.23
N 0.843 -0.901 1.326 0.02
N -1.795 -0.166 -1.319 -0.09
S -0.172 0.831 -0.257 1.08
H 2.895 -0.302 1.386 0.17
H -1.161 -1.338 0.785 0.10
H 1.959 1.705 -0.034 0.13
H -2.525 -0.084 -0.609 0.08
H -1.822 0.808 -1.736 0.07
H -1.165 -0.829 -1.666 0.04

# 13
12
Properties=species:S:1:pos:R:3:lowdin_charge:R:1 method="wB97M-V/def2-TZVPD" de_lowest_kcal_mol=55.08 max_force_ha_per_bohr=0.040 gap_ev=9.69 e_tot_ha=-298.76113
H -1.803 -1.668 -0.223 0.03
N -2.275 -0.744 -0.151 0.08
C -1.394 0.186 0.005 -0.29
N -0.032 0.246 0.045 -0.15
N 0.571 1.539 -0.164 0.08
C 0.839 -0.849 0.067 -0.26
N 2.070 -0.719 -0.174 0.10
H 2.582 -1.599 -0.131 0.05
H -1.785 1.157 0.160 0.10
H -0.063 2.273 -0.395 0.07
H 1.073 1.895 0.613 0.07
H 0.218 -1.717 0.347 0.12

# 14
12
Properties=species:S:1:pos:R:3:lowdin_charge:R:1 method="wB97M-V/def2-TZVPD" de_lowest_kcal_mol=116.66 max_force_ha_per_bohr=0.105 smiles=N1NC1C1NN1 gap_ev=10.43 e_tot_ha=-298.66299
N -1.331 -0.553 -0.584 -0.03
N -1.470 -0.403 0.852 -0.02
C -0.810 0.653 0.117 -0.22
C 0.899 0.579 -0.027 -0.32
N 1.547 -0.539 0.571 0.03
N 1.304 -0.462 -0.892 0.02
H -2.289 -0.267 -0.926 0.12
H -0.801 -0.970 1.423 0.10
H -1.185 1.611 -0.082 0.10
H 1.179 1.594 -0.111 0.10
H 2.519 -0.303 0.725 0.09
H 0.439 -0.940 -1.067 0.04

# 15
12
Properties=species:S:1:pos:R:3:lowdin_charge:R:1 method="wB97M-V/def2-TZVPD" de_lowest_kcal_mol=78.07 max_force_ha_per_bohr=0.087 gap_ev=8.73 e_tot_ha=-298.72450
N 1.382 1.359 -0.381 0.03
N 1.991 0.195 -0.267 -0.05
C 1.258 -0.868 -0.127 -0.21
C -0.138 -0.924 0.035 -0.17
N -0.894 0.121 0.024 -0.14
N -2.230 -0.013 0.107 -0.03
H 2.038 2.101 -0.651 0.11
H 0.385 1.314 -0.307 0.03
H 1.964 -1.719 0.101 0.11
H -0.712 -1.828 0.033 0.10
H -2.530 -0.636 1.025 0.16
H -2.515 0.897 0.409 0.06

# 16
12
Properties=species:S:1:pos:R:3:lowdin_charge:R:1 method="wB97M-V/def2-TZVPD" de_lowest_kcal_mol=59.27 max_force_ha_per_bohr=0.048 gap_ev=10.34 e_tot_ha=-298.75444
H -2.897 -1.183 0.887 0.04
N -2.781 -0.162 1.054 0.06
C -1.595 0.312 0.822 -0.29
N -0.352 -0.378 0.549 -0.06
N 0.440 0.362 -0.364 -0.08
C 1.783 -0.030 -0.356 -0.33
N 2.673 0.252 -1.260 0.03
H 2.252 0.940 -1.987 0.06
H -1.316 1.370 1.094 0.12
H -0.471 -1.393 0.349 0.14
H 0.129 0.554 -1.353 0.15
H 2.133 -0.643 0.564 0.14

# 17
12
Properties=species:S:1:pos:R:3:lowdin_charge:R:1 method="wB97M-V/def2-TZVPD" de_lowest_kcal_mol=111.42 max_force_ha_per_bohr=0.083 smiles="C=NN(N)N=C" gap_ev=9.19 e_tot_ha=-298.67134
C -0.702 -0.287 1.734 -0.08
N -0.371 -0.686 0.586 0.06
N 0.270 0.268 -0.291 -0.34
N 0.211 1.605 -0.042 0.03
N 0.648 -0.008 -1.485 -0.03
C 0.633 -1.192 -1.928 -0.06
H -1.228 -0.950 2.530 0.10
H -0.622 0.716 2.090 0.03
H 0.873 1.974 0.728 0.11
H -0.768 1.712 0.421 0.10
H 0.843 -1.188 -2.984 0.05
H 0.214 -1.964 -1.360 0.03

# 18
13
Properties=species:S:1:pos:R:3:lowdin_charge:R:1 method="wB97M-V/def2-TZVPD" de_lowest_kcal_mol=159.79 max_force_ha_per_bohr=0.076 gap_ev=9.81 e_tot_ha=-373.85573
C -0.779 0.974 0.248 -0.20
C 1.102 -1.469 -0.922 -0.10
N 3.873 1.204 0.556 0.21
N 2.839 0.802 0.320 -0.19
N -0.962 0.943 -0.971 0.02
N 1.704 0.524 0.095 -0.01
O 1.135 -0.760 0.301 -0.20
H -0.340 1.660 0.992 0.08
H -1.031 -0.016 0.644 0.06
H 0.673 -2.477 -0.641 0.11
H 2.192 -1.497 -1.246 0.10
H 0.438 -1.038 -1.673 0.06
H -0.886 1.854 -1.439 0.05

# 19
13
Properties=species:S:1:pos:R:3:lowdin_charge:R:1 method="wB97M-V/def2-TZVPD" de_lowest_kcal_mol=102.37 max_force_ha_per_bohr=0.017 smiles=Nc1c(O)[nH]n1N gap_ev=8.25 e_tot_ha=-373.94723
N -0.088 -2.020 0.049 0.11
C 0.175 -0.672 -0.103 -0.30
C 1.180 0.212 0.015 -0.33
O 2.533 0.200 0.132 0.06
N 0.354 1.335 -0.358 0.06
N -0.755 0.363 -0.475 -0.17
N -1.893 0.536 0.291 0.04
H -1.029 -2.239 -0.248 0.08
H 0.598 -2.617 -0.394 0.09
H 2.897 0.876 -0.451 0.11
H 0.205 2.031 0.375 0.10
H -1.708 0.730 1.278 0.09
H -2.470 1.266 -0.111 0.08

# 20
13
Properties=species:S:1:pos:R:3:lowdin_charge:R:1 method="wB97M-V/def2-TZVPD" de_lowest_kcal_mol=82.23 max_force_ha_per_bohr=0.131 gap_ev=9.26 e_tot_ha=-373.97933
N 2.747 -0.509 0.042 -0.08
N 2.081 0.575 -0.364 -0.09
C 0.768 0.549 -0.191 -0.23
N -0.066 -0.379 0.310 0.09
C -1.393 -0.177 0.088 -0.61
N -1.889 1.074 0.110 0.09
O -2.230 -1.096 -0.271 -0.03
H 2.047 -0.971 0.765 0.09
H 3.596 -0.208 0.731 0.15
H 0.186 1.342 -0.382 0.06
H 0.334 -1.368 0.093 0.19
H -3.031 0.857 -0.151 0.23
H -1.658 1.559 1.040 0.14